Entry 1:
Below is a 2-piece molecular cluster, C26H24NO2 overall, with properties calculated with ωB97M-V with the def2-TZVPD basis set.

Each line ends with the Löwdin charge.
Positions of all 53 atoms, in Å:
C 6.33 2.59 1.84  -0.05
O 6.11 1.31 1.21  -0.07
C 4.98 0.62 1.50  -0.23
C 4.81 -0.62 0.82  0.02
C 3.75 -1.43 1.12  0.00
C 2.76 -1.04 2.08  -0.21
C 1.67 -1.91 2.40  0.09
C 0.31 -1.59 2.25  -0.23
C -0.67 -2.64 2.30  0.01
C -2.00 -2.35 2.46  0.03
C -2.41 -1.01 2.51  -0.19
O -3.74 -0.79 2.85  0.02
C -4.52 0.08 2.06  -0.24
C -5.47 -0.51 1.23  0.00
C -6.08 0.28 0.26  -0.07
C -5.79 1.65 0.19  -0.08
C -4.92 2.23 1.11  -0.07
C -4.29 1.45 2.08  -0.03
C -1.50 0.04 2.33  0.02
C -0.16 -0.25 2.15  0.02
C 2.95 0.20 2.75  -0.02
C 4.02 1.03 2.46  0.01
H 7.31 2.89 1.49  0.10
H 5.57 3.32 1.50  0.10
H 6.31 2.52 2.93  0.10
H 5.57 -0.90 0.09  0.13
H 3.62 -2.38 0.60  0.13
H 1.92 -2.96 2.57  0.14
H -0.33 -3.67 2.26  0.13
H -2.75 -3.13 2.56  0.14
H -5.68 -1.57 1.34  0.13
H -6.78 -0.18 -0.44  0.11
H -6.26 2.26 -0.59  0.11
H -4.73 3.31 1.09  0.11
H -3.61 1.88 2.81  0.11
H -1.84 1.08 2.36  0.11
H 0.55 0.56 2.01  0.12
H 2.25 0.48 3.54  0.12
H 4.14 1.99 2.97  0.11
C 0.28 -2.19 9.17  -0.04
C 0.56 -2.14 7.69  -0.26
C -0.11 -1.21 6.88  -0.01
C 0.18 -1.17 5.51  -0.11
N 1.07 -1.97 4.92  0.05
C 1.69 -2.88 5.69  -0.11
C 1.48 -2.99 7.07  -0.01
H 0.87 -2.98 9.64  0.08
H 0.54 -1.23 9.65  0.09
H -0.78 -2.37 9.37  0.09
H -0.84 -0.51 7.29  0.12
H -0.35 -0.45 4.88  0.10
H 2.40 -3.54 5.18  0.11
H 2.03 -3.74 7.63  0.12

## Properties
charge = +1
energy above the lowest of the compared OMol25 structures with the same formula, charge and spin = 1.099 eV

---

Entry 2:
Below is one molecule with the formula C3H9B, with properties calculated with ωB97M-V with the def2-TZVPD basis set.

Each line ends with the Löwdin charge.
Positions of all 13 atoms, in Å:
B 1.08 -0.38 1.18  -0.24
C 0.44 1.01 -0.88  -0.11
C -1.33 -0.65 -0.27  -0.06
C 0.08 -0.04 0.11  -0.33
H 0.59 -1.27 1.80  0.03
H 2.16 -0.09 1.08  0.02
H 0.85 0.37 -1.70  0.12
H 1.29 1.62 -0.60  0.08
H -0.40 1.55 -1.14  0.05
H -1.52 -0.55 -1.36  0.08
H -1.19 -1.75 -0.04  0.09
H -2.22 -0.45 0.33  0.07
H 0.17 0.64 1.48  0.19

## Properties
energy above the lowest of the compared OMol25 structures with the same formula, charge and spin = 1.490 eV

---

Entry 3:
Below is a 9-piece molecular cluster, C27H64O27S7 overall, with properties calculated with ωB97M-V with the def2-TZVPD basis set.

Each line ends with the Löwdin charge.
Positions of all 125 atoms, in Å:
C 4.24 5.95 0.64  -0.06
C 3.41 5.01 1.46  -0.20
O 2.00 4.81 0.95  -0.28
S 1.02 4.54 2.14  0.53
C -0.62 4.32 1.40  -0.08
O 1.45 3.27 2.68  -0.29
O 0.99 5.76 2.76  -0.24
H 5.05 6.14 1.27  0.08
H 3.87 6.95 0.39  0.10
H 4.39 5.54 -0.22  0.01
H 3.97 4.07 1.79  0.15
H 3.27 5.67 2.37  0.12
H -1.35 4.26 2.17  0.05
H -0.61 3.41 0.78  0.05
H -0.64 5.10 0.65  0.07
C 4.04 -2.23 -1.93  -0.04
C 3.53 -3.64 -2.48  -0.25
O 4.63 -4.49 -2.76  -0.23
S 4.14 -6.08 -2.96  0.69
C 5.40 -6.75 -4.01  -0.09
O 4.23 -6.55 -1.62  -0.28
O 2.87 -6.10 -3.73  -0.29
H 3.25 -1.53 -1.64  0.07
H 4.91 -1.82 -2.32  0.05
H 4.52 -2.29 -0.99  0.04
H 3.02 -3.80 -1.53  0.09
H 2.88 -3.57 -3.18  0.04
H 5.15 -7.74 -4.21  0.06
H 6.28 -6.81 -3.56  0.02
H 5.39 -6.12 -4.91  0.10
C -6.75 -2.89 1.53  -0.07
C -6.14 -1.49 1.31  -0.34
O -6.59 -0.96 0.15  -0.23
S -5.95 0.35 -0.49  0.65
C -6.71 1.72 0.27  -0.12
O -4.57 0.25 -0.06  -0.31
O -6.28 0.30 -1.93  -0.27
H -6.57 -3.17 2.56  0.06
H -6.38 -3.79 0.98  0.09
H -7.90 -3.01 1.47  0.11
H -6.36 -0.78 2.16  0.13
H -4.98 -1.47 1.51  0.12
H -6.33 2.62 -0.27  0.11
H -6.79 1.73 1.39  0.09
H -7.65 1.82 -0.09  0.03
C -0.87 -6.87 -2.30  -0.03
C -0.55 -5.89 -1.06  -0.34
O 0.72 -5.94 -0.65  -0.24
S 1.05 -4.98 0.72  0.67
C 2.67 -5.30 1.32  -0.10
O 0.82 -3.61 0.26  -0.28
O 0.22 -5.68 1.63  -0.29
H -1.83 -7.42 -2.22  0.07
H -0.13 -7.43 -2.63  0.00
H -0.85 -6.19 -3.21  0.09
H -0.83 -4.95 -1.49  0.09
H -1.33 -6.22 -0.23  0.15
H 2.63 -6.28 1.52  0.03
H 2.67 -4.57 2.28  0.11
H 3.47 -4.69 0.73  0.11
C 2.64 -0.50 6.78  -0.05
C 1.82 -0.87 5.60  -0.32
O 2.69 -0.76 4.52  -0.25
S 2.32 -1.42 2.94  0.70
C 2.18 -0.05 1.77  -0.05
O 3.27 -2.39 2.51  -0.26
O 0.94 -1.76 3.14  -0.31
H 3.53 -1.39 6.99  0.17
H 1.99 -0.53 7.61  0.05
H 2.96 0.51 6.77  0.06
H 1.46 -1.68 5.48  0.01
H 1.02 -0.21 5.48  0.11
H 1.60 0.78 2.34  0.11
H 1.61 -0.44 1.15  -0.05
H 3.19 0.15 1.50  0.07
C 1.66 2.77 -1.30  0.00
C 1.96 4.04 -2.18  -0.28
O 0.84 4.53 -2.77  -0.22
S 0.86 5.70 -3.99  0.64
C 1.30 7.28 -3.30  -0.03
O 1.90 5.24 -4.77  -0.25
O -0.48 5.81 -4.43  -0.24
H 1.20 2.08 -1.77  -0.01
H 1.11 3.09 -0.47  0.04
H 2.47 2.42 -0.85  0.05
H 2.56 4.59 -1.68  0.02
H 2.79 3.68 -3.10  0.19
H 0.67 7.32 -2.59  0.01
H 1.21 8.02 -3.79  -0.03
H 2.29 7.12 -2.86  0.10
C -6.37 3.86 3.51  -0.01
C -4.84 3.30 3.69  -0.26
O -4.62 2.01 3.16  -0.29
S -2.97 1.67 3.06  0.56
C -2.91 -0.09 3.19  -0.11
O -2.53 1.99 1.72  -0.28
O -2.29 2.18 4.11  -0.22
H -6.53 4.73 3.95  0.02
H -6.96 3.04 4.00  0.10
H -6.53 3.85 2.50  0.02
H -4.10 3.92 3.14  0.11
H -4.69 3.14 4.92  0.18
H -3.17 -0.64 2.29  0.04
H -3.29 -0.47 4.17  0.10
H -1.81 -0.32 3.35  0.09
O 0.87 -2.23 -2.34  0.09
C 0.04 -1.65 -1.65  -0.65
O 0.17 -0.37 -1.38  0.07
C -0.99 -0.03 -0.58  -0.08
C -1.62 -1.39 -0.26  -0.12
O -1.01 -2.18 -1.18  0.10
H -0.56 0.56 0.25  0.12
H -1.79 0.49 -1.22  0.16
H -2.70 -1.42 0.06  0.13
H -1.07 -1.77 0.64  0.13
O -0.03 0.37 -7.81  0.13
C 0.41 0.46 -6.69  -0.58
O 1.26 -0.50 -6.20  0.02
C 1.71 -0.23 -4.77  0.00
C 0.82 1.11 -4.52  -0.05
O 0.19 1.39 -5.79  0.09
H 1.59 -1.16 -3.99  0.16
H 2.71 0.04 -4.76  0.08
H 1.25 2.00 -3.95  0.14
H 0.21 0.79 -3.92  0.00

## Properties
SMILES = CCOS(C)(=O)=O.CCOS(C)(=O)=O.CCOS(C)(=O)=O.CCOS(C)(=O)=O.CCOS(C)(=O)=O.CCOS(C)(=O)=O.CCOS(C)(=O)=O.O=C1OCCO1.O=C1OCCO1

---

Entry 4:
Below is one molecule with the formula C18H20F4NO3P, with properties calculated with ωB97M-V with the def2-TZVPD basis set.

Each line ends with the Löwdin charge.
Positions of all 47 atoms, in Å:
C -1.94 2.58 -1.48  -0.06
C -0.49 2.55 -1.93  -0.27
O 0.09 1.26 -1.72  -0.23
P 0.89 1.01 -0.33  0.57
O 0.69 2.04 0.68  -0.22
O 2.44 0.95 -0.74  -0.18
C 2.98 0.33 -1.90  -0.26
C 4.02 -0.71 -1.50  -0.05
C 0.30 -0.69 0.18  -0.27
N -1.12 -0.62 0.40  0.05
C -1.70 0.09 1.43  -0.26
C -3.04 0.47 1.32  -0.04
C -3.69 1.12 2.35  -0.07
C -3.02 1.41 3.53  -0.03
C -1.69 1.02 3.65  -0.12
C -0.98 1.33 4.93  -0.58
F 0.25 0.80 5.01  0.14
F -1.65 0.87 6.00  0.13
F -0.84 2.65 5.13  0.14
C -1.03 0.37 2.62  0.04
C 0.63 -1.78 -0.80  -0.22
C 1.43 -2.85 -0.40  -0.04
C 1.74 -3.87 -1.28  0.00
C 1.24 -3.81 -2.57  -0.27
F 1.54 -4.80 -3.43  0.06
C 0.44 -2.77 -2.99  0.01
C 0.13 -1.76 -2.10  -0.04
H -1.98 2.41 -0.41  0.06
H -2.51 1.81 -1.99  0.08
H -2.37 3.55 -1.70  0.08
H 0.09 3.30 -1.39  0.11
H -0.41 2.74 -3.01  0.12
H 2.18 -0.12 -2.49  0.10
H 3.46 1.12 -2.48  0.12
H 3.55 -1.51 -0.93  0.05
H 4.79 -0.25 -0.89  0.08
H 4.47 -1.13 -2.39  0.08
H 0.80 -0.89 1.13  0.13
H -1.66 -0.58 -0.46  0.12
H -3.57 0.25 0.40  0.11
H -4.72 1.41 2.23  0.11
H -3.51 1.92 4.34  0.12
H 0.01 0.11 2.75  0.11
H 1.81 -2.89 0.61  0.12
H 2.36 -4.70 -0.98  0.12
H 0.06 -2.76 -4.00  0.12
H -0.48 -0.93 -2.42  0.11

## Properties
SMILES = CCOP(=O)(OCC)[C@@H](Nc1cccc(C(F)(F)F)c1)c1ccc(F)cc1

---

Number 1: HOMO level -11.4 eV, frontier orbital gap 6.58 eV, F_max 1.49 eV/A. Number 2: HOMO level -10.3 eV, frontier orbital gap 11.03 eV, F_max 3.90 eV/A. Number 3: HOMO level -9.7 eV, frontier orbital gap 9.71 eV, F_max 13.35 eV/A. Number 4: HOMO level -8.2 eV, frontier orbital gap 8.77 eV, F_max 1.17 eV/A.